Entry 1:
The following is a quantum chemistry calculation of an isolated ion of composition C20H22F3 and charge +1, from the OMol25 dataset.

Computed properties:
Net charge = +1
E = -1074.5806 a.u.
LUMO level = -0.2259 Ha
Maximum force = 4.4 eV Å⁻¹
Kohn-Sham gap = 5.897 eV

Atoms and positions in Å:
C 0.3848 0.0765 -4.3500
C 0.4761 1.0525 -3.1337
C 1.9450 1.2491 -2.6867
C -0.3578 0.6776 -1.9085
C -1.6373 1.3810 -1.6270
C 0.0008 -0.4590 -0.9996
H -0.6648 -0.0121 -4.6558
H 0.9803 0.4185 -5.2124
H 0.7613 -0.9243 -4.0490
H 0.1222 2.0446 -3.5039
H 1.9524 1.9300 -1.8268
H 2.3503 0.2674 -2.3809
H 2.6093 1.6597 -3.4596
H -1.7508 2.2799 -2.2529
H -2.5015 0.7345 -1.8601
H -1.7668 1.6895 -0.5781
H -0.9426 -1.0065 -0.7423
H 0.7110 -1.1680 -1.5125
F -4.0183 2.7226 2.7822
C -2.7640 3.2114 3.0784
F -2.6402 4.4072 2.3995
F -2.7059 3.4822 4.3966
C -1.6896 2.2426 2.6541
C -0.5366 2.7063 2.0047
C 0.3416 1.7640 1.4720
C 0.0317 0.3906 1.4421
C 0.7408 -0.4396 0.3512
C 1.0522 -1.8979 0.8791
C 2.3560 -2.4238 0.7954
C 2.5592 -3.7999 0.8189
C 1.4868 -4.6622 1.1013
C 0.2318 -4.1324 1.3648
C 0.0445 -2.7646 1.3239
C -0.9129 -0.0263 2.4023
C -1.8630 0.8787 2.9085
H -0.3911 3.7726 1.8493
H 1.2495 2.1628 0.9834
H 1.7533 -0.0018 0.3594
H 3.2263 -1.7814 0.6187
H 3.5368 -4.2406 0.5148
H 1.6047 -5.7531 1.0070
H -0.6687 -4.7828 1.4993
H -0.9500 -2.3759 1.5460
H -1.0283 -1.0439 2.7474
H -2.7187 0.4941 3.4394

***

Entry 2:
The following is a quantum chemistry calculation of C20H22F5N3O6PtS2SbSe4 as an isolated structure, from the OMol25 dataset.

Computed properties:
Net charge = -1
E = -12652.1198 a.u.
LUMO level = -0.0024 Ha
Maximum force = 1.6 eV Å⁻¹
Kohn-Sham gap = 5.332 eV

Atoms and positions in Å:
Pt -0.6395 -0.4890 -0.3588
C -2.6380 -3.9527 1.6191
N -1.6586 -4.3113 0.5990
C -1.9733 -5.4345 -0.2869
C -0.6530 -3.4983 0.3279
O -0.4045 -2.4589 0.9842
C 0.2882 -3.8418 -0.8061
O 1.1571 -2.7597 -1.0140
C 2.2151 -2.6159 -0.1146
C 2.2636 -1.2309 0.5215
O 1.5537 -0.2712 0.1696
N 3.2091 -1.0651 1.4532
C 4.0492 -2.1518 1.9378
C 3.3624 0.2134 2.1380
H -2.6280 -4.6872 2.4260
H -3.6299 -3.9158 1.1697
H -2.3947 -2.9729 2.0175
H -2.7685 -6.0152 0.1735
H -1.1072 -6.0816 -0.4257
H -2.3062 -5.0798 -1.2654
H -0.2587 -4.0003 -1.7430
H 0.8419 -4.7618 -0.5788
H 3.1470 -2.7485 -0.6768
H 2.1780 -3.3624 0.6829
H 4.3891 -2.7924 1.1273
H 3.5251 -2.7598 2.6794
H 4.9273 -1.7169 2.4099
H 2.6143 0.9063 1.7715
H 4.3566 0.6188 1.9422
H 3.2319 0.0763 3.2082
F 0.6229 5.0840 4.6593
C 0.2470 3.9609 4.0534
C -0.7829 3.9710 3.1352
F -1.4126 5.1103 2.8601
C -1.1590 2.7929 2.5173
F -2.1751 2.8685 1.6435
C -0.5500 1.5660 2.7712
S -1.0835 0.0127 2.1186
C 0.4674 1.6017 3.7231
F 1.0858 0.4745 4.0891
C 0.8704 2.7657 4.3490
F 1.8588 2.7393 5.2485
Se -3.4519 -0.3122 -4.8382
Sb -2.0956 -1.5637 -3.3414
Se 0.1149 -0.4554 -2.6896
Se -2.8432 -1.3275 -0.8637
Se -1.8011 -3.8916 -3.8746
N -1.4966 1.3680 -0.6487
C -1.1274 2.2495 -1.7079
C -1.9301 2.4084 -2.8198
C -1.5433 3.3053 -3.8058
C -0.3672 4.0316 -3.6646
C 0.4553 3.8327 -2.5461
C 0.0803 2.9365 -1.5760
S 0.0405 5.3730 -4.7842
O -0.4913 6.5193 -4.0625
O 1.4924 5.3416 -4.8635
O -0.6540 5.0561 -6.0183
H -1.2079 1.7372 0.2486
H -2.4918 1.1513 -0.6161
H -2.8515 1.8480 -2.9202
H -2.1512 3.4492 -4.6889
H 1.3748 4.3985 -2.4703
H 0.7074 2.7574 -0.7047

***

Entry 3:
The following is a quantum chemistry calculation of C20H22F5N6O3SnTe as an isolated structure, from the OMol25 dataset.

Computed properties:
Net charge = +1
E = -2310.9404 a.u.
LUMO level = -0.1833 Ha
Maximum force = 0.6 eV Å⁻¹
Kohn-Sham gap = 6.330 eV

Atoms and positions in Å:
Sn 0.0718 0.5342 0.4085
O -2.1407 -0.5158 -1.1619
C -3.1757 -1.0851 -0.7922
C -4.4217 -0.9546 -1.6264
C -5.7014 -1.2803 -0.9445
C -5.6787 -2.0234 0.1630
C -4.4106 -2.3951 0.7671
C -3.1909 -1.9517 0.3611
C -1.9790 -2.3845 1.0776
N -0.8587 -1.7767 1.0693
N 0.1392 -2.4368 1.7683
C 1.3014 -1.8894 1.5725
O 1.5392 -0.8455 0.8067
C 2.4777 -2.4801 2.2469
C 3.7520 -2.2367 1.7405
C 4.8618 -2.7773 2.3683
C 4.7025 -3.5487 3.5112
C 3.4330 -3.7891 4.0199
C 2.3191 -3.2618 3.3881
H -4.2784 -1.7126 -2.4198
H -6.6144 -0.9737 -1.4371
H -6.5917 -2.3590 0.6323
H -4.4449 -3.0438 1.6361
H -2.0633 -3.3113 1.6456
H 3.8659 -1.6399 0.8454
H 5.8507 -2.5989 1.9677
H 5.5699 -3.9649 4.0057
H 3.3122 -4.3890 4.9116
H 1.3255 -3.4477 3.7701
F -1.8114 -0.6313 -3.6801
Te -1.4840 0.9301 -2.7725
F -0.2207 1.5058 -3.9738
F -2.7627 1.6577 -3.8845
F -4.4198 0.2828 -2.2262
F 0.0602 0.0319 -2.0127
O -1.5340 2.1324 -1.4713
C 2.7774 1.1866 -1.3364
N 3.9631 1.9447 -1.6723
C 3.5611 3.3204 -1.9859
N 2.8869 3.9613 -0.8514
C 1.7100 3.1919 -0.5111
N 2.0560 1.7800 -0.1599
C 3.0244 1.8198 0.9838
N 4.2053 2.5877 0.6544
C 4.8531 1.9745 -0.5088
C 3.8016 3.9502 0.2939
H 3.0445 0.1598 -1.0822
H 2.0970 1.1837 -2.1880
H 2.8877 3.3099 -2.8445
H 4.4477 3.9002 -2.2413
H 1.0130 3.1762 -1.3520
H 1.2112 3.6455 0.3490
H 3.2934 0.7954 1.2363
H 2.5198 2.2803 1.8381
H 5.1507 0.9550 -0.2573
H 5.7447 2.5489 -0.7599
H 4.6907 4.5274 0.0408
H 3.3123 4.4181 1.1497

***

Entry 4:
The following is a quantum chemistry calculation of an isolated molecule of C20H22FN3O3S, from the OMol25 dataset.

Computed properties:
Net charge = 0
E = -1663.3170 a.u.
LUMO level = 0.0002 Ha
Maximum force = 1.3 eV Å⁻¹
Kohn-Sham gap = 8.797 eV
SMILES = O=C(NCC1CC1)c1onc(CSc2ccc(F)cc2)c1C(=O)NCC1CC1

Atoms and positions in Å:
O -2.1753 -1.1380 0.0964
C -2.3603 -0.0849 -0.4970
N -3.5736 0.3865 -0.8175
C -4.8009 -0.2606 -0.4011
C -5.5078 0.5394 0.6692
C -6.2933 -0.1765 1.7264
C -4.9919 0.4752 2.0763
C -1.2501 0.7923 -0.9400
O -1.5840 2.0503 -1.3021
N -0.4765 2.7291 -1.6577
C 0.5443 1.9236 -1.5382
C 1.9275 2.3747 -1.7806
S 2.5850 3.1614 -0.2499
C 2.5460 1.7204 0.8054
C 3.5796 0.7987 0.7498
C 3.5251 -0.3405 1.5300
C 2.4304 -0.5287 2.3547
F 2.3660 -1.6461 3.1091
C 1.3976 0.3877 2.4331
C 1.4627 1.5244 1.6480
C 0.1144 0.6362 -1.0699
C 1.0119 -0.5444 -0.9289
O 2.1023 -0.5632 -1.4797
N 0.5463 -1.5272 -0.1487
C 1.2491 -2.7862 -0.0112
C 0.5682 -3.8775 -0.8057
C 0.8035 -3.9480 -2.2848
C 1.3853 -4.9928 -1.3832
H -3.6433 1.2971 -1.2471
H -5.4462 -0.3861 -1.2768
H -4.5215 -1.2435 -0.0162
H -5.8924 1.4915 0.3229
H -7.2082 0.2759 2.0763
H -6.3290 -1.2542 1.6879
H -5.0076 1.3739 2.6732
H -4.1420 -0.1616 2.2682
H 2.5702 1.5344 -2.0366
H 1.9577 3.1591 -2.5330
H 4.4142 0.9687 0.0885
H 4.3099 -1.0792 1.4996
H 0.5625 0.2041 3.0902
H 0.6754 2.2622 1.6868
H -0.4266 -1.5069 0.1531
H 2.2660 -2.6290 -0.3780
H 1.2819 -3.0527 1.0498
H -0.4262 -4.1161 -0.4477
H -0.0206 -4.2204 -2.9266
H 1.4730 -3.2215 -2.7192
H 0.9597 -5.9845 -1.4000
H 2.4506 -4.9806 -1.2116

***

Entry 5:
The following is a quantum chemistry calculation of C20H22N10OTl as an isolated structure, from the OMol25 dataset.

Computed properties:
Net charge = -1
E = -1570.6465 a.u.
LUMO level = 0.0939 Ha
Maximum force = 2.7 eV Å⁻¹
Kohn-Sham gap = 7.852 eV

Atoms and positions in Å:
Tl -0.5030 1.1114 0.5520
O -4.7354 3.2286 -0.2464
C -3.8351 2.3958 0.0064
N -2.5406 2.7399 0.1546
C -2.2778 4.1218 -0.2647
C -0.9754 4.7464 0.1290
C -0.8678 6.0444 0.7003
C 0.4047 6.5052 0.9343
C 1.5239 5.7186 0.6904
C 1.3037 4.4675 0.1404
N 0.1014 3.9959 -0.1560
C -4.2714 0.9512 0.1981
C -5.6659 0.7022 0.2516
C -6.1111 -0.6250 0.3122
C -5.1525 -1.6377 0.4009
C -3.7937 -1.2570 0.3325
N -3.3431 0.0106 0.3069
H -3.1324 4.7117 0.1610
H -2.4480 4.1905 -1.3342
H -1.7163 6.7054 0.6255
H 0.4781 7.5633 1.1726
H 2.5570 6.0985 0.7796
H 2.0880 3.8111 -0.1198
H -6.3127 1.5778 0.0076
H -7.2012 -0.8662 0.1699
H -5.4405 -2.6835 0.5013
H -2.9677 -1.9943 0.2941
N 2.1261 1.4116 0.6870
C 3.2751 1.4960 0.4184
N 4.5739 1.6104 0.2145
C 5.1447 0.4877 -0.2391
N 5.8054 -0.4085 -0.5476
C 1.5611 -2.0890 -1.1842
N 1.1054 -2.3537 0.1975
C 0.4242 -3.6364 0.2339
N 1.1879 -4.7691 -0.2629
C 1.6593 -4.4752 -1.6166
N 2.3951 -3.2054 -1.7535
C 3.5834 -3.3399 -0.8506
N 3.1557 -3.6136 0.5062
C 2.3166 -2.5163 0.9927
C 2.4059 -4.8769 0.4771
H 2.1308 -1.1658 -1.1373
H 0.6824 -1.9386 -1.8199
H -0.4675 -3.5668 -0.4394
H 0.1106 -3.8696 1.2597
H 0.8137 -4.4004 -2.3051
H 2.3250 -5.3020 -1.9249
H 4.2253 -2.4340 -0.9190
H 4.1719 -4.2189 -1.1569
H 2.8609 -1.5411 0.9376
H 2.0414 -2.7666 2.0063
H 2.1378 -5.1767 1.4744
H 3.0831 -5.6755 0.0515

***

Entry 6:
The following is a quantum chemistry calculation of C20H22N2NaP as an isolated structure, from the OMol25 dataset.

Computed properties:
Net charge = 0
E = -1388.4652 a.u.
LUMO level = 0.0009 Ha
Maximum force = 0.9 eV Å⁻¹
Kohn-Sham gap = 7.134 eV

Atoms and positions in Å:
Na 0.6597 -2.0908 -1.3608
N -0.7913 -4.3908 -1.8934
C -2.0953 -3.9253 -1.4049
C -2.5554 -2.6965 -2.1755
N -1.5973 -1.6078 -1.9920
H -0.8996 -4.8186 -2.8057
H -0.4288 -5.1066 -1.2745
H -1.9777 -3.6511 -0.3532
H -2.8738 -4.6939 -1.4687
H -3.5662 -2.4375 -1.8380
H -2.6157 -2.9330 -3.2421
H -1.5342 -1.3918 -0.9976
H -1.9308 -0.7632 -2.4445
C -2.4678 2.2662 -1.9133
C -2.4523 1.8470 -0.5895
C -1.3023 1.2905 -0.0459
C -0.1545 1.1444 -0.8218
C -0.1805 1.5707 -2.1500
C -1.3264 2.1332 -2.6932
P 1.4065 0.4043 -0.1888
C 2.2529 1.8831 0.4914
C 1.7238 3.1684 0.5430
C 2.4604 4.2060 1.1005
C 3.7271 3.9734 1.6116
C 4.2667 2.6943 1.5594
C 3.5375 1.6620 0.9952
C 0.8477 -0.5313 1.2660
C 0.8553 -0.0347 2.5701
C 0.3990 -0.8464 3.5973
C -0.0677 -2.1203 3.2982
C -0.0852 -2.5724 1.9839
C 0.3877 -1.8166 0.8955
H -3.3655 2.7021 -2.3338
H -3.3421 1.9503 0.0195
H -1.2911 0.9607 0.9866
H 0.7098 1.4543 -2.7591
H -1.3333 2.4636 -3.7246
H 0.7320 3.3612 0.1534
H 2.0387 5.2030 1.1383
H 4.2941 4.7851 2.0492
H 5.2577 2.5069 1.9536
H 3.9533 0.6611 0.9504
H 1.2009 0.9706 2.7835
H 0.4077 -0.4932 4.6217
H -0.4158 -2.7635 4.1001
H -0.4680 -3.5769 1.8022

***

Entry 7:
The following is a quantum chemistry calculation of an isolated molecule of C20H22N2O2, from the OMol25 dataset.

Computed properties:
Net charge = 0
E = -1035.1209 a.u.
LUMO level = 0.0245 Ha
Maximum force = 6.1 eV Å⁻¹
Kohn-Sham gap = 9.218 eV
SMILES = C#CCN(CC=C)C(=O)c1ccc2nc(C3CCCCC3)oc2c1

Atoms and positions in Å:
C -2.6906 6.2691 1.1200
C -1.8528 5.6174 1.5755
C -0.6539 4.8868 1.9441
N -0.4805 3.5874 1.4078
C 0.7204 3.1455 0.6224
C 0.5468 3.4609 -0.8862
C 0.9940 2.5249 -1.7950
C -1.4194 2.6068 1.5382
O -2.3634 2.7466 2.3724
C -1.4500 1.2448 0.8539
C -1.9156 1.1508 -0.4552
C -1.7421 -0.0126 -1.1956
C -1.1997 -1.0988 -0.5774
N -1.1024 -2.4434 -1.0185
C -0.5237 -3.0305 0.0325
C -0.1524 -4.5708 0.0148
C -1.3715 -5.4208 -0.6893
C -0.7665 -6.6322 -1.3609
C 0.2525 -6.2428 -2.3633
C 1.2052 -5.0963 -2.0976
C 1.2540 -4.8044 -0.6175
O -0.4236 -2.3426 1.1490
C -0.7836 -1.0908 0.7209
C -0.9811 0.0566 1.4589
H -3.5132 6.9331 0.9006
H 0.1452 5.5950 1.7354
H -0.7759 4.7275 3.0669
H 0.8910 2.0522 0.7062
H 1.5824 3.4875 1.1012
H -0.1326 4.2840 -1.1873
H 0.7544 2.6423 -2.8336
H 1.3555 1.5365 -1.4675
H -2.4009 2.0001 -0.8636
H -2.1088 -0.1380 -2.2138
H 0.0165 -4.9870 0.9393
H -1.9896 -4.8696 -1.4489
H -2.1632 -5.7277 0.0377
H -0.3644 -7.2022 -0.5315
H -1.4266 -7.3905 -1.7523
H -0.2291 -6.2705 -3.3729
H 0.8549 -7.1181 -2.5593
H 2.2576 -5.2878 -2.4696
H 0.8654 -4.3341 -2.7546
H 1.9663 -3.9838 -0.5430
H 1.9012 -5.5970 -0.2498
H -0.8639 -0.0044 2.5374

***

Entry 8:
The following is a quantum chemistry calculation of an isolated molecule of C20H22N2O3, from the OMol25 dataset.

Computed properties:
Net charge = 0
E = -1110.4214 a.u.
LUMO level = 0.0285 Ha
Maximum force = 4.9 eV Å⁻¹
Kohn-Sham gap = 8.137 eV
SMILES = O[C@@H]1C[C@]23C=CCN4CC[C@H]5c6cc7c(cc6N1[C@@]5(CC2)[C@@H]43)OCO7

Atoms and positions in Å:
O 0.5819 -2.3075 2.6480
C 0.8622 -1.7727 1.2820
C 2.2282 -1.1490 1.3416
C 2.1645 0.3694 1.2691
C 3.5425 0.8900 0.8531
C 3.7129 1.9738 -0.0635
C 2.5368 2.6147 -0.7712
N 1.2821 2.0950 -0.3383
C 0.1782 2.4492 -1.1706
C -1.2361 2.3610 -0.5133
C -1.4476 1.0073 0.1810
C -1.8148 -0.2333 -0.5612
C -2.5795 -0.3524 -1.7347
C -2.9227 -1.6403 -2.2414
C -2.4059 -2.7420 -1.5586
C -1.4125 -2.6168 -0.5535
C -1.2011 -1.3473 -0.0221
N -0.3411 -0.9146 0.9784
C -0.1426 0.5233 0.9325
C 0.0968 1.1857 2.2361
C 1.4731 0.7531 2.6038
C 1.1725 0.7771 0.1811
O -3.1468 -3.8916 -1.8400
C -4.0181 -3.4216 -2.8705
O -4.0052 -2.0293 -2.9870
H -0.3531 -2.3044 2.8399
H 1.0763 -2.6242 0.6380
H 2.9557 -1.4676 2.0610
H 2.7607 -1.4376 0.4561
H 4.4487 0.4623 1.1997
H 4.6710 2.5230 -0.0794
H 2.6455 3.7449 -0.5867
H 2.4292 2.3832 -1.8935
H 0.3796 3.4982 -1.4503
H 0.2457 1.9514 -2.2152
H -1.3516 3.2166 0.2182
H -1.9617 2.4764 -1.2860
H -2.1784 1.2252 0.9457
H -3.1673 0.3641 -2.2874
H -1.0358 -3.5728 -0.0823
H -0.0083 2.2380 2.0361
H -0.6374 0.8346 3.0023
H 1.3537 -0.0975 3.4099
H 2.0320 1.4370 3.1043
H 1.1938 0.0516 -0.7062
H -5.0401 -3.6713 -2.7239
H -3.6162 -3.8123 -3.8808

***

Entry 9:
The following is a quantum chemistry calculation of C20H22N2O3 as an isolated structure, from the OMol25 dataset.

Computed properties:
Net charge = 0
E = -1109.8566 a.u.
LUMO level = 0.0077 Ha
Maximum force = 17.3 eV Å⁻¹
Kohn-Sham gap = 8.630 eV

Atoms and positions in Å:
C 1.5552 -1.2369 -2.4921
H 1.7457 -2.3302 -2.6357
O 2.5413 -0.7612 -1.5712
C 2.3492 0.3776 -1.0586
C 1.6813 1.2818 -1.8359
C 1.5659 2.6434 -1.0851
C 2.1429 2.8484 0.2446
C 2.8291 1.9582 0.6281
C 2.8278 0.6747 0.1299
O 3.5115 -0.3281 1.0339
C 3.3020 -1.4695 0.8144
C 1.8315 -2.0871 0.4503
O 1.7326 -3.4086 -0.1182
N 1.0059 -1.2486 1.0869
N -0.3032 -1.3945 0.4833
C -1.1580 -0.4387 0.9505
C -2.4003 -0.7109 0.3063
C -3.0403 0.4422 -0.4021
C -4.1751 0.4460 -1.0634
C -5.0145 -0.7896 -0.6878
C -4.4544 -1.8854 -0.1933
C -3.2545 -1.6432 0.5764
H -2.6752 -2.4281 1.0239
H -5.0114 -2.7549 0.2106
H -5.9824 -0.7698 -1.4540
H -4.6393 1.1672 -1.5778
C -2.2015 1.5652 -0.7169
C -2.1300 2.7854 0.5133
C -1.9820 1.7659 1.9173
C -0.7067 0.7880 1.7036
H 0.1161 1.4610 1.1203
H -0.4485 0.4633 2.4977
H -2.7704 1.2854 2.0998
H -1.6969 2.3570 2.6059
H -1.4148 3.3072 0.4276
H -3.0758 3.3507 0.6987
H -2.6205 2.3294 -1.7073
H -1.1930 1.5008 -0.7329
H 1.2852 -0.4868 1.6015
H 3.8534 -1.8479 0.0339
H 3.8451 -2.2187 1.8574
H 3.1764 2.1674 1.9505
H 2.1219 3.9209 0.5412
H 1.0689 3.3828 -1.6412
H 1.0840 1.3435 -2.7113
H 0.6255 -1.0407 -2.3500
H 1.8754 -0.9007 -3.4913